*1*
# C4H5NO2

A single C4H5NO2 molecule (ωB97M-V/def2-TZVPD, the OMol25 dataset).

```
! wB97M-V def2-TZVPD RIJCOSX def2/J DEFGRID3
* xyz 0 1
N -1.44961 0.93443 0.82598
C -0.21965 0.33538 0.42278
C 1.08719 0.88535 0.23719
O 1.84320 0.27228 -0.59394
C 1.23294 -1.00513 -0.75509
C -0.03739 -0.83685 -0.53799
O -0.98134 -1.88473 -0.58311
H -1.60229 0.34799 1.89907
H -1.40769 2.02516 0.68802
H 1.55593 1.73031 0.31496
H 1.65732 -1.40944 -1.93873
H -1.67861 -1.39474 0.02087
*
```

Output
SMILES: Nc1cocc1O

---

*2*
# C4H5NO2

A single C4H5NO2 molecule (ωB97M-V/def2-TZVPD, the OMol25 dataset).

```
! wB97M-V def2-TZVPD RIJCOSX def2/J DEFGRID3
* xyz 0 1
O -1.69835 0.01191 1.65998
C -1.99191 0.12528 0.49682
C -0.96090 0.16062 -0.63401
O -1.30224 -0.09582 -1.76951
N 0.29072 0.55747 -0.24143
C 1.52383 -0.03029 -0.69334
C 1.11024 -0.10668 0.74135
H -3.03701 0.15642 0.13830
H 2.29379 0.67375 -0.99666
H 1.44162 -0.92951 -1.30055
H 0.76057 -1.06445 1.11673
H 1.56965 0.54131 1.48232
*
```

Output
SMILES: O=CC(=O)N1CC1

---

Pick *2*: it beats the second-best structure by 3.694 eV.

---

*1*
# C4H5NO2

2 unconnected molecules or ions with the total composition C4H5NO2 (ωB97M-V/def2-TZVPD, the OMol25 dataset).

```
! wB97M-V def2-TZVPD RIJCOSX def2/J DEFGRID3
* xyz 0 1
O -2.51846 0.88021 0.01459
C -1.66358 0.03936 0.13004
C -0.35958 0.12445 -0.63687
C 0.65454 0.91429 0.19543
N 1.81668 0.09895 0.25054
C 1.48971 -1.02489 -0.26338
O 0.24623 -1.17977 -0.74978
H -1.71342 -0.81423 0.83167
H -0.52222 0.49784 -1.65531
H 0.40208 1.67060 0.97636
H 0.00326 0.91793 1.69690
H 2.12637 -1.90311 -0.33404
*
```

---

*2*
# C4H5NO2

A single C4H5NO2 molecule (ωB97M-V/def2-TZVPD, the OMol25 dataset).

```
! wB97M-V def2-TZVPD RIJCOSX def2/J DEFGRID3
* xyz 0 1
O 1.60938 1.61812 1.14124
C 1.78392 0.55354 0.60355
C 0.66240 -0.21521 -0.09964
O 0.99984 -0.89747 -1.16620
N -0.18672 -1.08326 0.63608
C -1.38818 -0.77664 -0.13167
C -0.75887 0.60695 -0.27110
H 2.77376 0.06070 0.56387
H -2.27135 -0.90839 0.49912
H -1.50186 -1.32702 -1.06412
H -0.74678 1.07716 -1.25641
H -0.97554 1.29152 0.54529
*
```

---

*3*
# C4H5NO2

A single C4H5NO2 molecule (ωB97M-V/def2-TZVPD, the OMol25 dataset).

```
! wB97M-V def2-TZVPD RIJCOSX def2/J DEFGRID3
* xyz 0 1
O 0.15091 -2.91943 1.13007
C -0.57871 -2.17101 0.53233
C -0.11125 -0.82182 0.06076
N 0.34785 -0.06075 0.96646
C 0.26559 1.31121 0.45664
C 0.37977 1.05437 -1.03280
O -0.30753 -0.32986 -1.16990
H -1.66395 -2.36592 0.42796
H 1.03004 1.91746 0.95464
H -0.70549 1.75225 0.72462
H -0.25628 1.56056 -1.73425
H 1.44907 1.07294 -1.31654
*
```

Output
SMILES: O=CC1=NCCO1

---

*4*
# C4H5NO2

A single C4H5NO2 molecule (ωB97M-V/def2-TZVPD, the OMol25 dataset).

```
! wB97M-V def2-TZVPD RIJCOSX def2/J DEFGRID3
* xyz 0 1
O 0.57404 -0.23895 2.52580
C 0.75920 0.45274 1.55560
C 0.60541 -0.06609 0.14249
C -0.63829 -0.94355 -0.12032
N -1.22856 -0.37321 -1.33506
C -0.58971 0.69221 -1.56452
O 0.44314 1.04473 -0.75501
H 1.06911 1.51476 1.63223
H 1.52966 -0.58694 -0.14127
H -0.38079 -1.99473 -0.26734
H -1.36247 -0.89103 0.70054
H -0.78073 1.39006 -2.37312
*
```

Output
SMILES: O=C[C@H]1CN=CO1

---

Pick *4*: it beats the second-best structure by 0.733 eV.